Version P
The following is a quantum chemistry calculation of 2 unconnected molecules or ions with the total composition C3H10NOS, from the OMol25 dataset.

E_LUMO   4.214 eV
Orbital gap   7.01 eV
E_HOMO   -0.1028 Ha
Charge   -1

Geometry (Å):
H1 1.57566 -0.73092 2.85756
H2 -2.37589 0.86014 -2.52071
H3 -0.08894 -2.33287 1.99106
H4 2.50342 -0.85206 1.36494
H5 1.54937 -3.00913 1.96188
H6 -0.28885 -0.07368 -2.89653
C1 1.49020 -0.86373 1.77462
H7 0.76444 -2.45542 0.45517
H8 -0.51607 1.71701 -0.58182
C2 -1.68784 0.67934 -1.68972
S1 0.59228 0.54908 1.04593
H9 -2.27010 0.33693 -0.82946
O1 -1.02702 1.88831 -1.38899
N1 -0.80978 -0.40968 -2.10021
C3 0.89272 -2.25109 1.51854
H10 -0.22598 -0.60354 -1.29231

---

Version Q
The following is a quantum chemistry calculation of 2 unconnected molecules or ions with the total composition C3H10NOS, from the OMol25 dataset.

E_LUMO   3.856 eV
Orbital gap   6.28 eV
E_HOMO   -0.0890 Ha
Charge   -1

Geometry (Å):
H1 -2.84332 0.15763 0.51013
C1 0.97175 0.24220 -1.58632
C2 0.42276 0.70841 -0.26805
S1 1.61827 -1.49224 -1.81971
H2 -1.39185 -0.39140 1.43713
H3 0.72565 0.04917 0.56669
H4 -1.44344 0.64958 -1.23483
N1 -1.05106 0.80129 -0.31023
H5 0.24932 0.26111 -2.38964
H6 -1.94470 -1.21122 0.01968
C3 -1.80547 -0.21841 0.45047
O1 1.17568 -0.59124 2.53829
H7 0.58365 -0.51172 1.77880
H8 1.87828 0.79921 -1.86036
H9 1.99578 -0.95489 2.20348
H10 0.85869 1.70252 -0.03553

---

Version R
The following is a quantum chemistry calculation of 2 unconnected molecules or ions with the total composition C3H10NOS, from the OMol25 dataset.

E_LUMO   3.982 eV
Orbital gap   6.99 eV
E_HOMO   -0.1104 Ha
Charge   -1

Geometry (Å):
N1 -0.63476 -1.37857 1.82018
C1 -0.68985 -0.81181 -0.76470
H1 0.63883 2.05147 -1.05716
C2 -0.05427 -1.59073 0.38641
H2 1.33119 -0.07348 0.61185
C3 1.42020 -1.16965 0.51897
H3 -0.28291 -2.64299 0.21842
H4 0.11615 -0.91750 2.31191
H5 -0.06343 -0.93201 -1.69026
H6 2.26849 2.04529 -1.09167
H7 2.01060 -1.55496 1.41493
H8 -1.34362 -0.68877 1.60027
H9 1.96187 -1.25211 -0.44114
O1 1.48298 2.58289 -1.18278
H10 -1.70887 -1.13505 -1.00395
S1 -1.00857 0.96571 -0.30570

---

Most stable: version P (next structure +0.210 eV)

---

Version P
The following is a quantum chemistry calculation of 2 unconnected molecules or ions with the total composition C3H10NOS, from the OMol25 dataset.

E_LUMO   3.730 eV
Orbital gap   6.27 eV
E_HOMO   -0.0932 Ha
Charge   -1

Geometry (Å):
H1 -1.44806 0.52312 0.17351
H2 -0.85398 -2.61032 1.20827
H3 2.15306 1.61753 1.09067
H4 -0.10534 2.25115 -0.44357
S1 -2.02804 -1.14390 -1.99325
H5 -0.18966 0.26121 -2.48130
C1 1.06061 1.59129 1.19272
H6 -0.18293 -2.71369 -0.20464
H7 0.67281 2.43674 1.83363
O1 -0.12542 -2.98398 0.71706
H8 0.90426 0.78990 1.92582
C2 -0.36126 -0.36292 -1.60488
C3 -0.46071 0.30438 -0.22163
N1 0.45177 1.47865 -0.11043
H9 -0.04759 -0.49682 0.40275
H10 0.56048 -0.94233 -1.48473

---

Version Q
The following is a quantum chemistry calculation of 2 unconnected molecules or ions with the total composition C3H10NOS, from the OMol25 dataset.

E_LUMO   3.665 eV
Orbital gap   6.39 eV
E_HOMO   -0.1000 Ha
Charge   -1

Geometry (Å):
H1 -2.10012 0.38870 2.56830
H2 1.66533 1.37666 0.80189
H3 -2.57442 -0.02850 1.14612
H4 -0.61016 -1.05208 -2.14619
C1 2.24338 0.71803 0.17356
C2 -0.80636 -1.03602 -1.07138
H5 2.82862 0.02012 0.78818
C3 -0.05804 0.12282 -0.47097
H6 -0.44471 -1.96916 -0.63355
O1 -2.79143 0.56810 1.91841
H7 2.98964 1.37934 -0.29744
H8 1.62051 -0.85905 -1.02670
N1 1.37315 0.09822 -0.79477
H9 -0.20407 0.10439 0.62385
S1 -2.62319 -0.91931 -0.83471
H10 -0.50813 1.08774 -0.74459

---

Most stable: version Q (next structure +0.838 eV)

---

Version P
The following is a quantum chemistry calculation of a gas-phase ion, C7H14N3 (charge +1), from the OMol25 dataset.

E_LUMO   -3.434 eV
Orbital gap   9.43 eV
E_HOMO   -0.4728 Ha
Charge   +1
SMILES string   C=C/C=C\NC(=[NH2+])[C@H](C)N

Geometry (Å):
H1 -1.40436 -2.55134 1.04346
H2 1.78853 2.65575 -0.04886
H3 1.17348 2.18879 -1.45668
H4 -3.45500 1.15882 0.70264
C1 0.26617 -0.32003 -0.93364
C2 -1.34817 -1.51209 0.81547
H5 -1.89688 2.06775 -1.04059
N1 0.65829 -1.49384 -1.45599
C3 1.35955 0.57612 -0.28691
C4 -2.44443 -0.75365 0.69350
C5 -1.83342 1.06264 -0.67352
H6 2.49359 0.73029 1.24273
H7 0.78830 0.60937 1.81833
H8 1.75575 -0.82363 1.25017
H9 1.69610 -1.81442 -1.31949
H10 -0.35607 -1.15387 0.96288
H11 -1.42282 -0.54778 -1.93154
C6 -2.61250 0.61009 0.35517
N2 1.17226 2.03237 -0.47396
H12 2.38608 0.26202 -0.65994
N3 -0.94099 0.13010 -1.26707
H13 0.00520 -2.09417 -1.85140
C7 1.56985 0.20933 1.19042
H14 -3.30845 -1.26513 0.82623

---

Version Q
The following is a quantum chemistry calculation of a gas-phase ion, C7H14N3 (charge +1), from the OMol25 dataset.

E_LUMO   -3.054 eV
Orbital gap   9.34 eV
E_HOMO   -0.4556 Ha
Charge   +1
SMILES string   [H]/N=C1/CC[N@H+](C)N1C(=C)C

Geometry (Å):
H1 2.65629 -1.43806 0.65471
H2 0.75132 0.31432 2.71253
N1 2.74082 -0.68860 -0.03356
H3 -1.94801 -1.76397 1.63742
H4 -1.53291 2.09309 0.05722
H5 -0.04890 2.25117 -1.58705
H6 -1.46752 -1.93643 -0.11731
C1 -1.05877 -1.97853 0.89376
H7 -0.14055 0.86854 -2.80108
C2 -0.08051 -0.88213 1.18251
H8 2.31103 0.60201 -2.41972
H9 -0.23138 -1.09804 3.34671
N2 0.34061 0.14771 0.29288
H10 -2.62862 1.04590 -0.83457
N3 -0.60190 0.44235 -0.77528
H11 -0.73275 -3.01802 1.09475
C3 0.12755 -0.58326 2.49151
C4 0.21108 1.24550 -1.76881
H12 2.36901 1.93452 -1.41334
H13 -1.95070 0.63059 0.77469
C5 1.96388 0.13559 -0.43660
C6 -1.82019 1.09799 -0.16374
C7 1.74438 1.06509 -1.57277
H14 -0.97326 -0.48734 -1.21486

---

Version R
The following is a quantum chemistry calculation of a gas-phase ion, C7H14N3 (charge +1), from the OMol25 dataset.

E_LUMO (spin up / spin down)   -4.629 / -4.627 eV
Orbital gap (spin up / spin down)   7.19 / 7.19 eV
E_HOMO (spin up / spin down)   -0.4344 / -0.4344 Ha
Charge   +1

Geometry (Å):
C1 1.42264 3.05090 2.87944
C2 0.98083 2.10005 1.72613
C3 0.11176 0.17615 0.01140
H1 -1.19899 -2.01172 0.95584
H2 0.25705 -2.24739 -2.40873
H3 -2.43804 -0.11385 -0.98597
H4 -1.18543 0.68207 -1.90219
N1 1.44558 0.82839 1.74170
N2 -0.47949 -0.93288 -0.80585
C4 -0.81095 -2.11076 0.00177
H5 1.97636 2.44460 3.63870
C5 -1.57189 -0.29218 -1.54794
H6 1.45795 -1.52224 -1.22808
H7 0.43993 3.28069 3.32522
H8 -1.92009 -0.93990 -2.27907
H9 1.94956 3.90994 2.68667
H10 -1.57843 -2.59427 -0.66677
H11 1.42096 -0.95651 1.13312
H12 0.73226 -0.62198 -2.63810
C6 0.53367 -1.37336 -1.82666
C7 0.20618 2.60766 0.81860
H13 -0.11257 -2.87252 0.13116
N3 0.98102 -0.07231 0.94175
H14 -0.45540 2.75011 -0.04771

---

Version S
The following is a quantum chemistry calculation of a gas-phase ion, C7H14N3 (charge +1), from the OMol25 dataset.

E_LUMO   -3.854 eV
Orbital gap   9.05 eV
E_HOMO   -0.4744 Ha
Charge   +1
SMILES string   CN/[NH+]=C\C=C(/N)C1CC1

Geometry (Å):
N1 -0.33898 0.65571 -0.84091
H1 3.23064 0.92686 1.48180
H2 3.38072 -1.32872 -0.87458
H3 -2.16997 -1.56530 0.80489
C1 -0.63062 -0.50110 -0.22216
C2 -2.89735 0.48270 0.68399
H4 3.03284 0.96650 -0.90884
N2 2.52130 -0.88017 -0.75512
N3 2.25328 0.46583 -0.49079
C3 0.24616 -1.59397 -0.10077
C4 2.29822 0.90634 0.88330
H5 1.90814 1.92243 0.82538
H6 1.76064 0.21539 1.37478
C5 1.57042 -1.72379 -0.51726
H7 -0.24283 -2.48474 0.28327
H8 -3.52639 0.23137 1.51304
H9 1.91700 -2.69177 -0.66902
H10 -4.04691 -0.35465 -1.05438
C6 -3.09782 0.05176 -0.68381
H11 -2.57643 1.46157 0.85583
H12 -2.87042 0.80145 -1.43000
H13 0.71368 0.77507 -0.91187
H14 -1.00112 1.35869 -0.70969
C7 -2.03165 -0.61451 0.15769

---

Most stable: version P (next structure +0.559 eV)